{
  "formula": "C18H45B2Cd2F8KN3O8S2",
  "method": "ωB97M-V/def2-TZVPD",
  "e_homo_ev": [-8.8, -8.8],
  "energy_ha": -4059.66925,
  "total_charge": 0,
  "spin_multiplicity": 2,
  "orbital_gap_ev": [8.60, 4.99],
  "elements": ["K", "Cd", "Cd", "S", "O", "O", "O", "O", "S", "O", "O", "O", "O", "B", "F", "F", "F", "F", "B", "F", "F", "F", "F", "C", "C", "N", "C", "C", "C", "C", "H", "H", "H", "H", "H", "H", "H", "H", "H", "H", "H", "H", "H", "H", "H", "C", "C", "N", "C", "C", "C", "C", "H", "H", "H", "H", "H", "H", "H", "H", "H", "H", "H", "H", "H", "H", "H", "C", "C", "N", "C", "C", "C", "C", "H", "H", "H", "H", "H", "H", "H", "H", "H", "H", "H", "H", "H", "H", "H"],
  "xyz": [[1.094, 1.370, 3.057], [-2.243, -0.711, 1.206], [-0.189, 0.578, -1.976], [0.245, -0.914, 0.158], [-0.610, 0.272, 0.019], [-0.781, -1.826, 0.708], [0.608, -1.069, -1.238], [1.311, -0.434, 1.020], [-2.102, 1.395, 2.799], [-1.355, 2.599, 2.720], [-1.329, 0.146, 2.628], [-2.938, 1.335, 3.982], [-2.946, 1.175, 1.611], [0.351, 2.918, -1.541], [0.182, 3.303, -0.244], [1.192, 1.867, -1.537], [-0.842, 2.427, -1.972], [0.824, 3.909, -2.368], [-3.210, -0.048, -1.594], [-2.042, -0.061, -2.253], [-3.270, 1.130, -0.989], [-4.250, -0.200, -2.459], [-3.109, -1.059, -0.560], [-3.113, -3.228, 4.529], [-2.837, -2.078, 3.490], [-3.412, -2.369, 2.151], [-3.110, -3.751, 1.828], [-3.174, -4.065, 0.269], [-4.894, -2.127, 2.161], [-5.423, -0.773, 1.603], [-2.551, -3.125, 5.458], [-2.783, -4.227, 4.244], [-4.182, -3.243, 4.739], [-3.296, -1.191, 3.928], [-1.749, -2.045, 3.546], [-2.046, -3.939, 1.975], [-3.825, -4.369, 2.370], [-2.997, -5.094, -0.043], [-4.115, -3.965, -0.271], [-2.437, -3.500, -0.302], [-5.397, -2.308, 3.111], [-5.353, -2.817, 1.453], [-5.389, -0.583, 0.530], [-5.207, 0.166, 2.112], [-6.466, -0.683, 1.907], [5.384, -0.523, 2.324], [4.053, 0.178, 2.828], [4.008, 1.591, 2.471], [3.887, 1.955, 1.030], [3.412, 3.315, 0.634], [5.030, 2.407, 3.138], [4.959, 2.541, 4.718], [5.466, -1.563, 2.641], [6.288, -0.031, 2.684], [5.398, -0.464, 1.236], [3.254, -0.321, 2.279], [3.943, 0.063, 3.906], [4.695, 1.584, 0.398], [3.107, 1.336, 0.587], [4.155, 4.086, 0.429], [2.979, 3.119, -0.346], [2.631, 3.853, 1.172], [5.070, 3.365, 2.620], [6.000, 2.088, 2.755], [5.873, 2.837, 5.233], [4.923, 1.524, 5.111], [4.128, 3.118, 5.123], [2.793, 0.527, -3.400], [1.734, 1.045, -4.419], [0.376, 0.524, -4.176], [0.394, -1.002, -4.554], [0.439, -1.353, -6.099], [-0.544, 1.323, -5.056], [-2.020, 0.948, -4.941], [3.149, 1.384, -2.827], [3.678, 0.199, -3.947], [2.436, -0.245, -2.719], [1.737, 2.134, -4.455], [2.118, 0.706, -5.381], [-0.438, -1.432, -3.997], [1.226, -1.564, -4.130], [1.166, -0.792, -6.687], [-0.509, -1.128, -6.588], [0.697, -2.412, -6.070], [-0.559, 2.383, -4.803], [-0.061, 1.223, -6.028], [-2.154, 0.002, -4.418], [-2.563, 1.693, -4.360], [-2.571, 0.989, -5.881]],
  "lowdin_charge": [0.889, 1.515, 1.471, 0.301, -0.498, -0.418, -0.383, -0.356, 0.226, -0.284, -0.443, -0.260, -0.246, -1.483, 0.184, 0.089, 0.116, 0.174, -1.420, 0.087, 0.213, 0.198, 0.009, -0.078, -0.250, -0.259, -0.234, -0.070, -0.188, -0.078, 0.076, 0.062, 0.069, 0.107, 0.104, 0.119, 0.116, 0.067, 0.066, 0.049, 0.114, 0.112, 0.074, 0.064, 0.075, -0.057, -0.249, -0.230, -0.249, -0.080, -0.225, -0.049, 0.067, 0.057, 0.065, 0.073, 0.098, 0.120, 0.093, 0.075, 0.063, 0.089, 0.102, 0.100, 0.067, 0.049, 0.066, -0.073, -0.247, -0.229, -0.180, -0.062, -0.227, -0.068, 0.063, 0.073, 0.050, 0.120, 0.099, 0.092, 0.099, 0.063, 0.066, 0.074, 0.117, 0.106, 0.058, 0.081, 0.081]
}